C6H12O as an isolated structure, computed with ωB97M-V with the def2-TZVPD basis set.

Geometry (Å):
C1 1.9789 0.5019 -0.5699
C2 1.1747 -0.1417 0.5655
C3 -0.2763 -0.4332 0.1953
C4 -0.5720 -1.3433 -0.9247
C5 -1.4247 -0.3247 1.2342
C6 -1.2384 0.7641 0.2510
O1 -0.8170 1.9256 0.8846
H1 1.5213 1.4433 -0.8980
H2 2.0368 -0.1507 -1.4478
H3 3.0052 0.7231 -0.2535
H4 1.1683 0.5348 1.4278
H5 1.6714 -1.0638 0.8899
H6 0.3302 -1.7838 -1.4016
H7 -1.3392 -2.0944 -0.8007
H8 -1.6100 -0.3693 -1.7225
H9 -1.1817 -0.1729 2.2937
H10 -2.2267 -1.0295 1.0589
H11 -1.8462 0.5400 -1.0231
H12 -0.3545 2.4745 0.2410

## Properties
- energy above the lowest of the compared OMol25 structures with the same formula, charge and spin (kJ/mol) = 460.8
- electronic energy (eV) = -8459.5784
- lowest unoccupied orbital energy (hartree) = 0.0290